Formula: C3H7N3S
Source: OMol25
Level of theory: wB97M-V/def2-TZVPD

## Properties
- spin multiplicity = 1
- total energy (eV) = -18508.0116
- energy above the lowest of the compared OMol25 structures with the same formula, charge and spin (kcal per mole) = 100.0
- HOMO level (eV) = -20.1
- charge = +2
- HOMO-LUMO gap (eV) = 9.27

Geometry as XYZ:
```
14
Properties=species:S:1:pos:R:3:forces:R:3
C 0.7822 0.5895 -0.4098 2.06 -0.65 2.10
C -1.0436 -0.8038 0.0987 -0.43 -0.40 3.43
C 0.8424 -0.5020 -1.4149 0.88 0.88 -2.35
N -0.2714 0.2764 0.3894 -1.40 1.01 0.35
N 1.7407 1.4937 -0.0979 -2.27 -3.04 -2.59
N -2.2353 -0.7901 1.8603 6.19 -0.92 -1.18
S -0.3466 -1.8362 -1.0162 -0.48 0.98 0.15
H 0.4027 0.0291 -2.3137 0.20 -0.65 0.33
H 1.8495 -0.8342 -1.7965 -0.90 0.15 0.77
H -0.5908 0.7669 1.2267 0.26 0.40 -0.04
H 2.4783 1.6132 -0.7729 0.48 -0.09 -0.20
H 1.5620 2.2976 0.4238 -0.55 1.50 1.49
H -3.1143 -0.5509 1.5630 -3.23 -0.03 -1.34
H -2.0557 -1.7490 2.2598 -0.82 0.86 -0.91
```
Positions in Å, forces in eV/Å.